{
  "formula": "C33H49BCl2N6STi",
  "method": "the ωB97M-V functional and the def2-TZVPD basis",
  "species": ["Ti", "C", "C", "C", "C", "C", "C", "C", "C", "C", "N", "N", "B", "N", "N", "C", "C", "C", "C", "C", "C", "C", "C", "C", "N", "N", "C", "C", "C", "C", "C", "C", "C", "C", "C", "H", "H", "H", "H", "H", "H", "H", "H", "H", "H", "H", "H", "H", "H", "H", "H", "H", "H", "H", "H", "H", "H", "H", "H", "H", "H", "H", "H", "H", "H", "H", "H", "H", "H", "H", "H", "H", "H", "H", "H", "H", "H", "H", "H", "H", "H", "Cl", "C", "C", "C", "C", "C", "Cl", "C", "S", "H", "H", "H"],
  "coordinates": [[0.18774, -0.57478, -1.10858], [-0.85858, 2.18724, -4.55577], [-1.65605, 1.32388, -3.57035], [-1.24310, -0.10113, -3.69563], [-1.55630, 1.80085, -2.09688], [-1.86816, 2.99739, -1.45091], [-1.53367, 2.77991, -0.12304], [-1.38449, 3.78756, 1.02560], [-0.08215, 4.57353, 0.70933], [-2.64225, 4.64033, 0.94352], [-1.14129, 1.47652, 0.04910], [-1.12055, 0.89763, -1.20012], [-1.07575, 0.62091, 1.39267], [0.38887, 0.27103, 1.62354], [1.09864, -0.30498, 0.60439], [2.34089, -0.61526, 1.13491], [2.44596, -0.24205, 2.44149], [1.17660, 0.32415, 2.74140], [0.77068, 0.83915, 4.08461], [1.44315, 0.03742, 5.15866], [1.25584, 2.27438, 4.06215], [3.45653, -1.25654, 0.35688], [3.87231, -2.68933, 0.88285], [4.72346, -0.31761, 0.31209], [-1.84891, -0.70306, 1.02744], [-1.24540, -1.42070, -0.03179], [-1.91039, -2.54806, -0.17870], [-2.92109, -2.65766, 0.68586], [-2.83991, -1.40863, 1.43835], [-3.85307, -0.95145, 2.48272], [-4.46803, 0.39843, 2.05155], [-3.34653, -1.08035, 3.89688], [-1.49716, -3.52724, -1.20583], [-0.86539, -4.78349, -0.56039], [-2.66724, -3.93785, -2.14339], [-0.96435, 1.70888, -5.54302], [0.17046, 2.17054, -4.32268], [-1.24723, 3.22834, -4.58165], [-2.69525, 1.42047, -3.80426], [-0.18113, -0.20569, -3.41284], [-1.30327, -0.40331, -4.74376], [-1.79375, -0.82379, -3.03527], [-2.33351, 3.82642, -1.92501], [-1.35122, 3.32104, 1.94507], [-0.19726, 5.05333, -0.27584], [0.69836, 3.83219, 0.69156], [0.16462, 5.35413, 1.38875], [-2.73350, 5.01261, -0.07658], [-2.60103, 5.46802, 1.65482], [-3.56000, 3.97715, 1.13655], [-1.56331, 1.18740, 2.27304], [3.31475, -0.34339, 3.04871], [-0.29999, 0.86313, 4.25184], [2.50097, -0.14379, 4.97075], [1.05551, -0.98913, 5.05950], [1.22956, 0.51086, 6.13834], [2.16850, 2.38351, 3.51469], [1.47889, 2.62976, 5.05159], [0.41042, 2.91083, 3.67444], [3.07065, -1.37176, -0.64632], [4.19814, -2.55979, 1.94458], [4.61504, -3.18755, 0.28385], [2.99454, -3.36414, 0.84624], [5.16155, -0.44489, 1.29335], [4.55571, 0.73678, 0.24754], [5.38377, -0.74060, -0.50236], [-3.67825, -3.41595, 0.74956], [-4.64277, -1.71160, 2.36509], [-3.90721, 1.27679, 2.38848], [-5.43811, 0.54236, 2.60871], [-4.73317, 0.45557, 0.98692], [-2.58754, -0.31508, 4.14410], [-2.94953, -2.10544, 4.05782], [-4.13570, -0.84973, 4.58326], [-0.77716, -3.03722, -1.83301], [-1.57403, -5.24217, 0.13718], [-0.06369, -4.37705, 0.07578], [-0.53551, -5.47100, -1.38155], [-3.44087, -4.44580, -1.58092], [-2.39223, -4.66619, -2.89628], [-3.11951, -3.14639, -2.68370], [1.97144, 1.09965, -1.82566], [2.98543, 0.18132, -2.95230], [3.97150, 0.88299, -3.64268], [4.75797, 0.15743, -4.53652], [4.54122, -1.21030, -4.68827], [3.50910, -1.84966, -4.07929], [3.30114, -3.51660, -4.39256], [2.66704, -1.16376, -3.20300], [1.43753, -2.10647, -2.29243], [4.16167, 1.96953, -3.40801], [5.58873, 0.65625, -5.01900], [5.20066, -1.71917, -5.41194]],
  "forces_ev_per_a": [[-0.1, -1.0, 0.3], [-1.6, 0.1, -0.4], [0.3, 1.4, 1.5], [0.1, -1.2, 0.7], [0.0, -0.5, -1.1], [0.4, -1.3, -0.4], [0.8, -0.7, 1.9], [-0.7, 1.1, -3.2], [-1.1, -0.7, -0.8], [-1.1, -0.7, 0.4], [-0.3, 1.5, -0.2], [0.0, 0.6, 0.0], [-0.4, -0.2, -1.1], [1.0, -0.1, 1.8], [1.4, -0.2, 1.0], [0.7, -0.6, -1.0], [-2.1, 0.7, -0.6], [-0.7, -1.1, -0.6], [0.5, 0.6, -0.8], [-0.3, -1.2, 0.3], [-1.5, 1.3, 0.2], [0.5, 0.1, -0.6], [-1.5, 1.1, 0.9], [-0.2, -2.2, -0.2], [2.7, 0.4, -1.8], [0.8, 1.5, 0.8], [0.1, -1.8, -1.4], [-0.9, 2.2, 2.0], [-2.8, -2.1, 1.0], [-0.2, -0.5, -1.6], [-1.4, 0.3, 1.4], [1.0, 0.3, 0.2], [-1.0, -1.2, -0.9], [0.2, 0.9, -0.3], [0.4, -0.7, 0.7], [0.0, 0.5, 0.2], [1.3, 0.2, 0.4], [0.4, -0.7, -0.1], [-0.8, 0.0, -0.3], [0.2, 0.1, -0.4], [0.0, -0.3, 0.3], [0.0, 0.6, -0.7], [0.0, 0.6, -0.1], [0.3, -1.2, 1.9], [0.2, -0.3, 0.2], [0.7, 0.0, -0.2], [0.0, 0.5, 0.9], [-0.1, 0.4, 0.2], [-0.2, -0.1, -0.1], [1.2, 1.1, -0.1], [-0.2, 0.3, 0.6], [0.2, 0.0, 0.3], [-0.2, -0.3, -0.2], [0.1, 0.7, 0.4], [-0.2, 0.2, 0.7], [0.4, -0.7, -0.5], [0.4, 0.3, -0.6], [-0.1, 0.1, 0.6], [1.2, -0.3, 0.0], [0.2, -0.1, -0.2], [-0.1, -0.5, -0.9], [0.6, 0.3, -0.2], [0.3, 0.4, 0.3], [0.7, -0.1, 0.1], [-0.4, 0.6, -0.6], [-0.4, 0.8, 1.1], [0.0, 0.0, 0.2], [0.1, 0.3, 0.1], [0.4, -0.2, -0.4], [0.8, -0.4, -0.6], [0.4, -0.1, 0.3], [0.1, -0.5, -0.3], [-0.2, 0.7, 0.2], [-0.6, -0.3, 0.4], [0.6, 0.1, -0.4], [0.0, -0.2, -0.4], [0.3, -0.7, -0.3], [-0.1, 0.5, 1.1], [-0.3, 0.0, 0.3], [0.6, -0.1, -0.1], [-0.4, 1.1, -0.3], [0.3, -0.1, -0.5], [-0.3, 0.0, -0.7], [0.1, 0.7, 0.6], [-0.2, 0.1, 0.9], [1.6, 1.0, -1.8], [-0.5, -0.4, 0.3], [-0.2, -0.3, 0.0], [-0.1, 0.1, 0.9], [0.1, 0.9, -0.5], [-0.3, -1.4, -0.4], [-0.1, -0.1, -0.2], [-0.5, 0.0, 0.6]],
  "mulliken_charge": [0.49, -1.42, 0.67, -1.11, -0.32, -0.83, -0.24, 0.64, -1.42, -1.39, 0.47, 0.24, 0.82, 0.37, 0.77, -1.02, -0.69, -0.18, 1.41, -1.46, -1.25, 2.17, -1.32, -1.60, 0.12, 0.83, -0.15, -0.75, -0.10, 0.30, -1.30, -1.27, 1.14, -1.45, -1.63, 0.45, 0.32, 0.38, 0.60, -0.13, 0.58, -0.02, 0.62, 0.02, 0.37, 0.32, 0.46, 0.33, 0.45, 0.27, -0.22, 0.60, -0.33, 0.23, 0.40, 0.45, 0.30, 0.48, 0.12, -1.28, 0.31, 0.46, 0.26, 0.46, 0.36, 0.36, 0.56, 0.45, 0.17, 0.45, 0.35, 0.08, 0.37, 0.47, -0.75, 0.38, 0.33, 0.42, 0.39, 0.46, 0.35, -0.05, 0.93, -0.69, -0.58, -0.60, 0.03, -0.17, 0.15, -0.31, 0.42, 0.44, 0.42],
  "e_tot_ha": -3807.89725,
  "charge": 2,
  "homo_lumo_gap_ev": 6.8,
  "e_above_lowest_kj_mol": 0.0,
  "homo_ev": -14.3,
  "spin_multiplicity": 1
}